No. 1
ORCA calculation (wB97M-V/def2-TZVPD) on 9 unconnected molecules or ions with the total composition C28H74O9.

## Properties
**Orbital gap**: 0.370 hartree
**SMILES**: CCOCC.CCOCC.CCOCC.CCOCC.CCOCC.CCO.CCO.CCO.CCO
**DFT total energy**: -48660.13784 eV
**ΔE to the lowest compared entry with this formula, charge and spin**: 0.000 eV

The geometry in XYZ format:
```
111
Properties=species:S:1:pos:R:3:forces:R:3
C -23.18132 -17.19925 -32.71128 -0.63 -0.37 0.23
C -21.92405 -16.43531 -32.41739 0.61 -0.44 0.06
O -22.27663 -15.22457 -31.80483 -0.10 0.38 -0.06
C -21.16257 -14.44336 -31.41053 0.26 -0.41 0.42
C -20.61247 -14.86418 -30.04693 -0.16 -0.18 -0.42
H -23.01928 -18.05949 -33.36156 0.15 0.13 -0.12
H -23.63714 -17.59823 -31.80059 0.12 0.15 0.05
H -23.92471 -16.53796 -33.15802 0.10 -0.02 -0.17
H -21.25349 -17.01139 -31.75863 -0.17 -0.05 -0.01
H -21.33622 -16.28362 -33.33875 -0.19 0.32 0.01
H -20.36661 -14.56048 -32.15797 -0.07 0.31 -0.09
H -21.49103 -13.40720 -31.34517 -0.04 0.02 -0.23
H -19.78443 -14.20648 -29.78016 -0.03 -0.01 0.18
H -20.24459 -15.89126 -30.08430 0.09 0.03 0.05
H -21.40210 -14.82291 -29.29910 0.07 0.17 0.09
C -12.23171 -8.85330 -35.38271 -0.19 -0.16 0.32
C -11.81812 -8.50273 -36.79497 -0.70 -1.10 -0.16
O -10.63628 -7.76800 -36.74682 0.15 0.52 -0.08
C -10.17677 -7.28318 -38.00860 -0.33 -0.20 0.38
C -11.01177 -6.12277 -38.52091 -0.15 -0.10 -0.10
H -12.27029 -7.95080 -34.77047 0.11 -0.03 0.05
H -13.22419 -9.31029 -35.33616 0.00 0.09 -0.25
H -11.56626 -9.59164 -34.93148 0.24 0.23 0.01
H -11.67183 -9.44061 -37.36216 0.17 0.11 0.02
H -12.66172 -8.02051 -37.31040 0.25 0.46 0.12
H -9.14919 -6.99016 -37.80672 0.08 0.03 -0.26
H -10.20252 -8.11539 -38.72275 0.19 0.06 -0.08
H -12.05081 -6.43285 -38.64410 0.00 0.04 0.02
H -10.67602 -5.79144 -39.50525 0.15 0.01 0.07
H -10.98995 -5.28124 -37.82978 0.07 0.01 0.01
C -17.84314 -12.26043 -32.20670 -0.53 1.21 -0.20
C -16.38067 -12.65313 -32.10121 -0.10 0.04 0.35
O -15.54748 -11.50466 -32.02269 0.25 0.00 -0.15
C -14.97273 -11.14915 -33.26851 0.17 -0.59 0.06
C -13.82782 -12.08693 -33.69049 -0.30 1.12 -0.12
H -18.01074 -11.27776 -31.74787 0.27 -0.25 0.44
H -18.15997 -12.03544 -33.23284 0.09 -0.57 -0.08
H -18.55829 -12.93327 -31.73631 0.15 -0.29 -0.15
H -16.17323 -13.19714 -31.17658 -0.21 -0.18 -0.08
H -16.11048 -13.28910 -32.94747 0.14 -0.07 0.11
H -15.77621 -11.14552 -34.01665 0.21 0.25 -0.14
H -14.54720 -10.15826 -33.12745 -0.27 0.16 -0.17
H -13.53148 -11.81006 -34.70694 -0.11 -0.30 -0.09
H -14.13020 -13.12693 -33.63926 0.24 -0.16 -0.03
H -12.95898 -11.84617 -33.07889 -0.01 -0.48 0.25
C -19.84377 -8.93310 -37.75697 0.50 -0.50 0.07
C -20.92249 -9.24620 -36.72993 -0.12 0.11 -0.31
O -20.56410 -8.85808 -35.42254 0.30 0.06 0.23
C -19.54770 -9.65134 -34.82903 0.06 -0.13 -0.19
C -18.93654 -8.88284 -33.68042 -0.33 0.32 0.18
H -19.03613 -9.67160 -37.74968 -0.04 0.05 0.23
H -20.21671 -8.98330 -38.78066 -0.22 0.34 0.07
H -19.40403 -7.96390 -37.51735 -0.11 0.11 -0.29
H -21.80215 -8.64373 -36.96157 -0.09 -0.15 0.03
H -21.19413 -10.30883 -36.76727 -0.03 0.03 0.04
H -19.98153 -10.61153 -34.51576 0.05 0.06 0.13
H -18.76262 -9.90060 -35.55164 -0.08 0.09 -0.10
H -19.69829 -8.63691 -32.93559 0.06 -0.19 0.05
H -18.54590 -7.92000 -34.01670 0.10 -0.12 -0.17
H -18.12835 -9.43997 -33.20645 -0.04 -0.04 0.02
C -14.63714 -4.78702 -37.88435 0.31 0.58 -0.01
C -15.38709 -6.00551 -37.43008 0.08 -0.13 -0.12
O -15.25060 -6.13291 -36.02885 0.41 0.18 -0.43
C -15.63173 -7.38147 -35.54450 -0.56 -0.55 0.87
C -15.45882 -7.37655 -34.04148 0.58 -0.07 0.28
H -15.07679 -3.86592 -37.49648 -0.11 -0.08 -0.06
H -13.60554 -4.80351 -37.53029 -0.01 -0.17 0.04
H -14.59845 -4.72856 -38.97369 -0.15 0.00 0.02
H -16.44820 -5.92918 -37.69812 -0.03 -0.10 0.00
H -14.96955 -6.88358 -37.94704 -0.10 -0.09 0.18
H -16.67528 -7.60082 -35.81765 0.02 0.00 -0.03
H -15.01501 -8.21995 -35.89894 0.05 0.27 -0.55
H -14.39829 -7.22152 -33.81666 -0.04 0.14 -0.04
H -15.68760 -8.35261 -33.61197 -0.34 0.08 -0.04
H -16.00920 -6.58939 -33.52976 -0.21 -0.05 -0.11
C -20.71009 -10.40513 -30.23103 0.42 -0.63 0.37
C -21.72760 -10.02710 -29.17732 -0.39 -0.32 -0.41
O -22.54067 -11.17767 -28.88546 0.09 0.17 -0.05
H -20.21842 -11.33496 -29.92022 -0.05 0.07 0.01
H -19.91106 -9.67065 -30.33516 -0.18 0.19 -0.16
H -21.19431 -10.61932 -31.18279 0.04 0.22 -0.10
H -22.36022 -9.23028 -29.57764 0.06 0.15 0.28
H -21.25798 -9.70996 -28.24771 0.07 0.15 -0.01
H -23.45720 -10.96026 -29.06721 0.00 -0.04 0.04
C -16.85762 -11.77007 -36.79803 -0.17 0.56 -0.46
C -17.67099 -13.01048 -37.02478 -0.09 -0.75 0.41
O -19.07445 -12.77122 -36.84886 0.48 0.04 0.01
H -15.79791 -11.99854 -36.90790 0.03 0.01 -0.13
H -16.98184 -11.28703 -35.82919 -0.25 -0.31 0.11
H -17.15725 -11.04049 -37.55634 0.27 0.11 0.06
H -17.33692 -13.80153 -36.33645 -0.11 0.09 0.02
H -17.50383 -13.39767 -38.03546 0.13 0.15 -0.04
H -19.49219 -13.61925 -37.02609 -0.26 0.12 0.06
C -17.86697 -16.17671 -33.38702 0.38 0.18 -0.29
C -16.66233 -16.76237 -32.68760 -0.16 0.01 0.56
O -15.49287 -15.98483 -32.98284 -0.34 -0.30 0.12
H -18.75681 -16.76057 -33.15817 -0.08 0.02 -0.07
H -17.68688 -16.16910 -34.46514 -0.16 -0.12 0.00
H -18.01331 -15.13603 -33.09313 -0.09 -0.05 0.14
H -16.53667 -17.81750 -32.95415 0.24 0.12 -0.28
H -16.84602 -16.77663 -31.60472 0.07 0.16 -0.07
H -15.01101 -15.88299 -32.15818 0.14 0.03 -0.11
C -12.54570 -9.33590 -31.23669 -0.26 0.04 0.39
C -11.88591 -7.97615 -31.10809 -0.21 0.04 -0.44
O -10.48132 -8.01776 -31.31047 0.13 0.02 0.16
H -13.59960 -9.25586 -30.95068 -0.03 0.01 -0.24
H -12.12544 -10.07749 -30.55533 0.25 0.08 -0.11
H -12.47560 -9.69845 -32.26220 0.01 -0.08 0.01
H -12.06988 -7.53958 -30.12703 0.14 -0.07 0.08
H -12.34211 -7.30165 -31.84529 -0.01 0.04 0.13
H -10.30012 -7.97145 -32.25285 -0.02 -0.05 -0.01
```
Positions in Å, forces in eV/Å.

Löwdin atomic charge list, values in e, 6 entries:
1. C -0.0772
2. C -0.3189
3. O -0.1507
4. C -0.2679
5. C -0.0667
6. H 0.0748

No. 2
ORCA calculation (wB97M-V/def2-TZVPD) on C3H4N4O in the gas phase.

## Properties
**Orbital gap**: 0.318 hartree
**SMILES**: Nc1n[nH]cc1N=O
**DFT total energy**: -11178.72755 eV
**ΔE to the lowest compared entry with this formula, charge and spin**: 5.242 eV

The geometry in XYZ format:
```
12
Properties=species:S:1:pos:R:3:forces:R:3
N -0.57411 1.85907 -0.12039 3.06 3.68 2.59
C 0.08669 0.64868 -0.06907 -2.52 1.19 -1.28
N 1.34409 0.70229 -0.24704 1.36 -1.23 1.48
N 1.68189 -0.59552 -0.02646 2.26 -1.58 -1.46
C 0.67186 -1.48739 -0.14143 0.75 -4.67 2.85
C -0.39733 -0.73662 -0.07709 -2.37 4.17 0.14
N -1.68859 -1.13234 0.09761 -2.26 0.37 -1.06
O -2.51573 -0.28877 -0.29127 1.00 -1.10 1.00
H -1.44426 1.85682 0.23924 -4.25 -0.96 0.48
H -0.22197 2.63856 0.68920 0.02 -2.80 -3.11
H 2.61791 -0.77153 -0.27321 1.12 -0.65 -0.13
H 0.43956 -2.69325 0.21989 1.82 3.57 -1.51
```
Positions in Å, forces in eV/Å.

natural (NBO) atomic charge list, values in e, 6 entries:
1. N -0.7607
2. C 0.3186
3. N -0.2677
4. N -0.3488
5. C 0.0117
6. C -0.1387

No. 3
ORCA calculation (wB97M-V/def2-TZVPD) on a gas-phase ion, C7H16N3 (charge +1).

## Properties
**Orbital gap**: 0.387 hartree
**SMILES**: CN1N2C(C)(C)[NH2+]C[C@@]12C
**DFT total energy**: -11979.10830 eV
**Total charge**: +1
**ΔE to the lowest compared entry with this formula, charge and spin**: 4.290 eV

The geometry in XYZ format:
```
26
Properties=species:S:1:pos:R:3:forces:R:3
C 1.51848 2.42131 -0.21409 1.35 -0.87 2.03
N 0.60597 1.41175 0.32090 -0.98 -2.43 -0.49
N 0.55460 -0.04172 -0.58009 1.45 0.56 1.91
C 0.28942 -1.18180 0.38869 0.94 1.14 0.31
C -0.17248 -2.28183 -0.44090 0.54 -2.94 -1.28
C 1.45992 -1.52124 1.26968 0.52 0.91 2.00
N -0.85895 -0.70457 1.25947 -0.07 -1.00 1.66
C -1.59615 0.24407 0.40223 3.67 2.53 1.66
C -0.47820 0.89999 -0.49087 -1.86 0.85 1.11
C -1.10534 1.60276 -1.70123 3.05 -1.88 0.12
H 1.06338 3.01695 -0.97916 0.43 -0.13 -1.15
H 1.71668 3.16465 0.61565 -0.32 -0.98 -0.59
H 2.49152 1.83144 -0.30889 -1.11 1.45 -0.86
H 0.67315 -2.63094 -1.10753 -0.94 0.41 0.77
H -0.93048 -1.92387 -1.09176 -0.89 0.07 -0.78
H -0.55440 -3.19705 0.09868 0.46 1.06 -0.27
H 1.26674 -2.45229 1.96123 0.28 1.83 -1.40
H 1.61428 -0.52563 1.95515 0.29 -2.56 -1.60
H 2.31545 -1.73975 0.58048 -0.49 0.36 1.02
H -0.41777 -0.29541 2.17221 -1.16 -0.22 -2.23
H -1.51592 -1.46372 1.59691 1.16 0.68 -0.61
H -2.02677 0.86145 1.11987 -0.96 1.89 0.71
H -2.32369 -0.07945 -0.20802 -2.44 -2.35 -1.81
H -0.89817 2.63046 -1.73165 -0.31 1.53 0.34
H -2.09277 1.30311 -1.62427 -2.16 0.21 -0.73
H -0.60502 1.21658 -2.60232 -0.48 -0.13 0.16
```
Positions in Å, forces in eV/Å.

natural (NBO) atomic charge list, values in e, 6 entries:
1. C -0.4578
2. N -0.2879
3. N -0.2679
4. C 0.2614
5. C -0.6613
6. C -0.6485